{"formula": "C45H99F6N3NiO17", "method": "ωB97M-V with the def2-TZVPD basis set", "symbols": ["Ni", "C", "O", "O", "C", "F", "F", "F", "C", "C", "H", "H", "H", "H", "H", "H", "C", "O", "O", "C", "F", "F", "F", "C", "C", "H", "H", "H", "H", "H", "H", "C", "C", "C", "C", "C", "C", "N", "O", "C", "C", "C", "H", "H", "H", "H", "H", "H", "H", "H", "H", "H", "H", "H", "H", "H", "H", "H", "H", "H", "H", "C", "C", "C", "C", "C", "C", "N", "O", "C", "C", "C", "H", "H", "H", "H", "H", "H", "H", "H", "H", "H", "H", "H", "H", "H", "H", "H", "H", "H", "H", "C", "C", "C", "C", "C", "C", "N", "O", "C", "C", "C", "H", "H", "H", "H", "H", "H", "H", "H", "H", "H", "H", "H", "H", "H", "H", "H", "H", "H", "H", "C", "C", "O", "O", "H", "H", "H", "H", "H", "H", "C", "C", "O", "O", "H", "H", "H", "H", "H", "H", "C", "C", "O", "O", "H", "H", "H", "H", "H", "H", "C", "C", "O", "O", "H", "H", "H", "H", "H", "H", "C", "C", "O", "O", "H", "H", "H", "H", "H", "H"], "coordinates": [[-14.69634, 19.51477, 7.75828], [-15.86973, 19.69772, 4.97077], [-17.05639, 19.71218, 5.80645], [-14.85439, 19.29067, 5.74572], [-16.09230, 18.92777, 3.65626], [-16.46162, 17.64274, 3.79276], [-17.02269, 19.57230, 2.92308], [-14.98654, 18.89874, 2.88634], [-18.13567, 20.52755, 5.38372], [-19.23049, 20.44610, 6.43447], [-19.04377, 21.01654, 7.34569], [-20.14164, 20.88469, 6.01910], [-19.44077, 19.41738, 6.73355], [-18.51929, 20.24669, 4.40385], [-17.77120, 21.56016, 5.36452], [-15.75211, 20.76876, 4.73021], [-16.13059, 22.49625, 8.56453], [-15.16020, 23.57778, 8.75030], [-15.50669, 21.43673, 8.07534], [-17.03422, 22.48108, 9.81701], [-16.41958, 22.06993, 10.94952], [-17.64729, 23.65133, 10.07403], [-18.03164, 21.55832, 9.71721], [-15.59625, 24.87170, 8.40516], [-14.40177, 25.84563, 8.43418], [-13.74654, 25.76301, 7.57402], [-14.83348, 26.84586, 8.51528], [-13.88612, 25.72460, 9.39096], [-16.40583, 25.28724, 9.00649], [-15.93263, 24.92718, 7.36119], [-16.77728, 22.89583, 7.76365], [-20.46245, 25.00165, 4.69699], [-19.12000, 25.04520, 3.97172], [-18.06974, 24.40422, 4.92007], [-16.74400, 24.04651, 4.19551], [-17.00469, 23.20879, 2.91699], [-18.01420, 23.86372, 2.00099], [-19.22180, 24.22843, 2.75258], [-20.28366, 24.60989, 1.90607], [-17.41848, 25.05365, 1.21199], [-18.44212, 22.78774, 0.97874], [-18.73999, 26.52893, 3.73044], [-20.84330, 23.98387, 4.78517], [-21.22979, 25.61759, 4.22018], [-20.32182, 25.50842, 5.65386], [-17.80415, 25.02867, 5.77256], [-18.52220, 23.46283, 5.23896], [-16.19759, 23.36542, 4.86005], [-16.06392, 24.89947, 4.14814], [-17.25584, 22.18848, 3.20369], [-16.04741, 23.08988, 2.40157], [-18.21364, 25.64713, 0.75093], [-16.81117, 25.73357, 1.80608], [-16.86616, 24.74614, 0.32101], [-19.41343, 22.32317, 1.13954], [-18.48294, 23.21853, -0.02468], [-17.72808, 21.96645, 0.88549], [-17.69418, 26.63762, 3.44480], [-18.96632, 27.26828, 4.50234], [-19.33511, 26.92737, 2.90117], [-21.00951, 24.10937, 2.29225], [-10.37705, 28.65686, 11.47137], [-8.98721, 28.40511, 10.83851], [-8.47675, 27.02461, 11.31453], [-9.05040, 25.86037, 10.44848], [-8.72586, 26.09822, 8.98943], [-9.19753, 27.46143, 8.45871], [-8.94593, 28.52703, 9.40528], [-8.98274, 29.82715, 8.88153], [-8.40485, 27.63388, 7.16288], [-10.68553, 27.20956, 8.19340], [-8.06274, 29.42544, 11.48738], [-11.14711, 27.89253, 11.32856], [-10.78230, 29.53056, 10.94409], [-10.45590, 28.94042, 12.52134], [-7.39082, 26.94458, 11.36061], [-8.85971, 26.81980, 12.31526], [-10.10940, 25.64822, 10.59371], [-8.53450, 24.91573, 10.64950], [-9.06884, 25.31476, 8.30876], [-7.64448, 25.93977, 8.88495], [-8.67431, 28.57458, 6.67902], [-7.33023, 27.65850, 7.34844], [-8.55420, 26.82482, 6.44712], [-11.17411, 28.09747, 7.76812], [-10.89531, 26.40373, 7.48999], [-11.28015, 27.04318, 9.09460], [-8.32112, 30.47380, 11.32047], [-7.06543, 29.28376, 11.05718], [-7.87321, 29.42811, 12.56320], [-9.92869, 30.01261, 8.78275], [-14.90549, 28.16673, 1.82854], [-14.08409, 29.04450, 2.81641], [-14.70209, 29.13144, 4.21139], [-14.62960, 27.88384, 5.07757], [-13.20426, 27.43362, 5.20304], [-12.49647, 27.28008, 3.85705], [-12.70782, 28.52484, 3.07374], [-11.88788, 28.62218, 1.92956], [-10.99176, 27.22649, 4.22327], [-12.84449, 25.99200, 3.10766], [-13.97118, 30.49346, 2.33101], [-15.75990, 28.69440, 1.40080], [-15.26285, 27.29345, 2.37159], [-14.34187, 27.79925, 0.97049], [-14.30623, 30.01575, 4.71931], [-15.74187, 29.46379, 4.09237], [-15.14530, 27.07168, 4.55092], [-15.11123, 27.98960, 6.04966], [-13.22901, 26.44344, 5.67054], [-12.71639, 28.06236, 5.95067], [-10.81433, 28.05065, 4.91586], [-10.64502, 26.28414, 4.64031], [-10.43818, 27.47596, 3.31711], [-13.92551, 25.90424, 2.97334], [-12.29942, 25.85831, 2.17705], [-12.69687, 25.11147, 3.74205], [-13.39998, 31.15390, 2.98140], [-14.97905, 30.88296, 2.17365], [-13.50505, 30.54180, 1.34396], [-11.29322, 29.35152, 2.12941], [-11.71187, 19.55101, 8.13600], [-11.98252, 18.09811, 7.66218], [-13.38961, 17.80081, 7.59382], [-12.90860, 20.33728, 8.13319], [-10.91392, 19.90539, 7.48192], [-11.41988, 19.62959, 9.18593], [-11.36662, 17.36430, 8.18570], [-11.61700, 18.03000, 6.63330], [-13.43606, 16.88831, 7.29727], [-12.66104, 21.13096, 8.65326], [-18.54117, 21.31298, 13.75725], [-19.70350, 20.52371, 13.19672], [-19.24043, 19.33849, 12.57121], [-18.12004, 20.81334, 15.03296], [-18.73962, 22.38365, 13.71741], [-17.70125, 21.22302, 13.05843], [-20.27888, 21.21641, 12.56603], [-20.49372, 20.36375, 13.94038], [-19.92634, 18.99536, 11.99246], [-17.95145, 19.88652, 14.82738], [-12.26037, 22.87281, 11.30511], [-11.69428, 23.48574, 10.00757], [-12.47454, 22.91141, 8.95326], [-11.95923, 21.49010, 11.38283], [-13.34152, 22.99108, 11.23534], [-11.86273, 23.43247, 12.15956], [-10.63640, 23.34824, 9.79514], [-11.95541, 24.54236, 10.14137], [-13.37877, 23.24093, 9.11701], [-10.99884, 21.43010, 11.40830], [-15.23014, 24.15564, 13.63478], [-15.69425, 25.12247, 12.59038], [-16.34390, 26.28269, 13.19248], [-14.16439, 24.70259, 14.43016], [-14.78795, 23.30527, 13.10344], [-15.99948, 23.74268, 14.29010], [-16.53053, 24.80629, 11.96515], [-14.88663, 25.56304, 12.00968], [-17.20983, 26.01996, 13.51500], [-14.63410, 25.01004, 15.21122], [-16.90860, 18.13165, 9.43443], [-16.16389, 19.00593, 10.37976], [-14.76786, 19.06924, 10.03386], [-16.55851, 18.49631, 8.09664], [-17.98641, 18.20160, 9.58468], [-16.61938, 17.08924, 9.61270], [-16.25906, 18.72793, 11.43133], [-16.51001, 20.03157, 10.29895], [-14.36752, 19.60472, 10.72698], [-17.28532, 18.21308, 7.53468]], "forces_ev_per_angstrom": [[-1.3, 0.7, -0.7], [0.4, 1.4, 2.4], [-0.6, -1.0, -0.9], [0.1, -0.7, -0.2], [0.7, -0.2, -0.1], [-0.3, 0.3, 0.3], [-0.3, -0.2, -0.2], [0.1, 0.2, 0.3], [0.2, 0.3, 0.9], [-0.4, 0.3, 0.0], [0.5, -0.1, -0.1], [-0.1, -0.2, 0.0], [0.0, -0.1, -0.2], [0.0, 0.0, 0.0], [0.0, 0.1, -0.4], [0.1, 0.1, -0.8], [0.6, 0.4, -2.6], [-0.2, 0.2, 1.0], [-0.3, -0.5, 1.6], [-0.4, -1.6, 0.6], [0.8, 0.8, 0.3], [0.4, -0.1, -0.1], [-0.2, 0.3, -0.8], [0.9, 1.1, -1.1], [-1.0, -0.1, 1.1], [0.1, -0.1, 0.1], [0.2, 0.1, -0.4], [0.4, -0.1, -0.2], [0.1, -0.4, 0.3], [-0.3, -0.5, 0.0], [-0.7, 0.2, 0.2], [-0.2, 0.7, -0.1], [0.3, 1.1, 0.5], [0.5, -0.6, -1.5], [-0.4, -1.1, 0.8], [1.0, 1.3, 1.0], [-0.7, -0.4, -1.3], [0.8, -0.9, 1.4], [0.2, 0.5, 0.1], [-0.3, 0.2, -0.4], [0.0, -0.1, -1.1], [-0.4, 0.3, -1.0], [0.1, 0.0, 0.3], [0.1, -0.1, -0.4], [0.0, -0.5, 0.3], [-0.5, 0.2, 0.1], [0.1, 0.0, 0.4], [0.0, 0.1, 0.2], [-0.2, 0.2, -0.7], [-0.6, 0.1, 0.0], [-0.1, 0.1, -0.3], [-0.3, 0.0, 0.4], [0.1, -0.1, 0.0], [0.4, -0.3, 0.4], [0.0, 0.2, 0.4], [-0.2, 0.0, 0.0], [0.2, 0.1, 0.3], [0.0, 0.0, 0.1], [0.1, -0.6, 0.6], [0.1, -0.3, -0.2], [-0.1, 0.0, -0.3], [-1.3, 0.7, -1.0], [-0.2, -0.2, 2.4], [-1.2, -1.3, -0.7], [0.8, -0.3, -0.3], [0.9, 0.0, 0.3], [0.0, -1.8, -0.3], [1.3, -0.7, -0.2], [-0.7, -0.4, 0.2], [0.0, 1.0, -0.3], [-1.1, 1.3, -0.4], [1.5, 1.1, -0.4], [0.3, -0.3, -0.2], [-0.1, 0.1, 0.1], [0.7, -0.2, 0.1], [0.1, 0.2, -0.3], [0.2, 0.5, 0.2], [-0.1, 0.4, 0.2], [-0.1, 0.1, 0.6], [-0.6, 0.1, 0.2], [0.2, 0.7, 0.1], [0.0, -0.1, -0.1], [0.0, 0.1, 0.3], [-0.4, -0.1, 0.2], [0.2, 0.1, -0.2], [0.2, -0.1, 0.0], [0.4, -0.3, 0.2], [-0.3, -0.2, -0.5], [0.0, 0.1, -0.1], [-0.7, -0.9, 0.1], [0.0, 0.3, -0.1], [0.1, 0.2, 0.4], [1.0, -0.3, 0.2], [-1.4, 0.7, 0.4], [-0.3, -0.3, -1.1], [-0.7, -0.8, 0.6], [1.4, 0.2, 0.0], [-0.3, 0.8, 0.9], [-0.2, -0.6, -0.4], [-0.2, 1.1, -0.7], [-1.1, -0.5, 0.8], [-0.1, -0.3, -1.1], [-0.1, 0.1, 0.3], [-0.2, 0.0, -0.2], [0.4, 0.1, 0.2], [0.6, -0.3, 0.1], [-0.2, -0.4, -0.2], [-0.4, 0.1, 0.1], [0.0, 0.2, 0.0], [0.2, -0.1, -0.1], [0.5, 0.3, -0.5], [0.2, -0.2, 0.2], [-0.2, -0.1, 0.0], [0.3, -0.4, 0.1], [0.1, 0.3, -0.6], [-0.1, 0.2, -0.1], [0.6, 0.1, 0.1], [-0.1, -0.2, 0.3], [0.0, 0.1, 0.3], [0.1, -0.1, 0.0], [0.0, 0.0, 0.0], [-0.6, -0.8, 0.8], [0.2, 0.7, -1.2], [1.0, -0.1, 1.1], [1.3, -0.3, -0.7], [-0.2, 0.6, 0.1], [0.6, -0.6, -0.1], [-0.5, 0.0, 0.6], [-0.1, 0.1, -0.1], [-0.6, 0.1, -0.2], [-0.8, 0.6, -0.3], [0.6, -0.6, -0.5], [-1.0, 1.3, 0.0], [0.0, 0.2, 0.1], [-0.2, 0.4, -0.5], [-0.3, 0.0, 0.9], [-0.1, -0.2, -0.2], [0.5, -0.3, -0.9], [0.5, -0.6, 0.5], [0.0, 0.0, 0.1], [0.1, -0.1, 0.4], [1.4, 0.4, -0.6], [-2.0, -0.3, 0.7], [0.7, 0.4, 0.1], [-0.1, -0.2, 0.1], [0.0, -0.1, 0.3], [-0.2, -0.1, 0.2], [0.0, -0.1, 0.2], [0.5, 0.2, -0.5], [-0.3, -0.3, -0.7], [0.0, -0.2, 0.1], [1.4, -0.8, -0.5], [-2.1, 1.7, 0.6], [0.7, 0.3, 0.4], [-0.9, -0.2, 0.0], [-0.1, -0.1, 0.1], [-0.3, 0.2, -0.2], [0.8, -1.2, -0.5], [0.2, -0.4, 0.0], [0.0, -0.1, 0.0], [0.5, 0.4, 0.1], [0.5, -0.9, 0.0], [0.1, 1.5, 0.5], [-0.1, -0.7, -0.2], [-0.2, -0.3, 1.0], [0.0, 0.3, 0.1], [0.0, -0.1, -0.1], [-0.2, -0.4, -0.1], [-0.4, -0.2, -0.1], [0.4, 0.2, -0.3], [0.4, 0.5, -0.8]], "mulliken_spin": [1.815, -0.013, 0.000, 0.066, 0.007, 0.000, 0.001, 0.000, 0.000, 0.000, 0.000, 0.000, 0.000, 0.000, 0.000, 0.003, 0.012, -0.003, 0.028, -0.004, -0.001, 0.000, 0.000, -0.001, 0.000, 0.000, 0.000, 0.000, 0.000, 0.000, 0.000, 0.000, 0.000, 0.000, 0.000, 0.000, 0.000, 0.000, 0.000, 0.000, 0.000, 0.000, 0.000, 0.000, 0.000, 0.000, 0.000, 0.000, 0.001, 0.000, 0.000, 0.000, 0.000, 0.000, 0.000, 0.000, 0.000, 0.000, 0.000, 0.000, 0.000, 0.000, 0.000, 0.000, 0.000, 0.000, 0.000, 0.000, 0.000, 0.000, 0.000, 0.000, 0.000, 0.000, 0.000, 0.000, 0.000, 0.000, 0.000, 0.000, 0.000, 0.000, 0.000, 0.000, 0.000, 0.000, 0.000, 0.000, 0.000, 0.000, 0.000, 0.000, 0.000, 0.000, 0.000, 0.000, 0.000, 0.000, 0.000, 0.000, 0.000, 0.000, 0.000, 0.000, 0.000, 0.000, 0.000, 0.000, 0.000, 0.000, 0.000, 0.000, 0.000, 0.000, 0.000, 0.000, 0.000, 0.000, 0.000, 0.000, 0.000, 0.001, 0.001, 0.017, 0.020, 0.001, 0.001, 0.001, 0.000, 0.002, 0.003, 0.000, 0.000, 0.000, 0.000, 0.000, 0.000, 0.000, 0.000, 0.000, 0.000, 0.000, 0.000, 0.000, 0.000, 0.000, 0.000, 0.000, 0.000, 0.000, 0.000, 0.000, 0.000, 0.000, 0.000, 0.000, 0.000, 0.000, 0.000, 0.000, 0.000, 0.001, -0.004, 0.021, 0.019, 0.001, 0.000, 0.002, 0.002, -0.001, 0.001], "energy_ha": -5324.57558, "charge": 0, "multiplicity": 3, "gap_ev": [8.215, 8.213], "fmax_ev_per_a": 2.794}